(1)
ORCA calculation (ωB97M-V/def2-TZVPD) on a cluster of 10 separate species, C5H32N2O9 in total.

Properties
Net charge = 0
HOMO-LUMO gap = 8.938 eV
Highest occupied orbital energy = -0.3176 hartree
Electronic energy = -996.31034 hartree
Max |F| = 3.6 eV/A
SMILES = CC(C)CNCN.O.O.O.O.O.O.O.O.O
Energy relative to the best compared isomer or geometry (same formula, charge and spin) = 54.3 kcal per mole

The geometry in XYZ format:
```
48
Properties=species:S:1:pos:R:3:forces:R:3:mulliken_charge:R:1
C -0.2191 -2.0685 -1.9457 3.007 1.049 1.124 -1.237
C -0.9949 -1.0661 -1.0581 -2.348 -0.642 -0.535 1.256
C -2.1642 -1.8080 -0.3286 -1.165 0.449 1.475 -1.396
C -0.0846 -0.2792 -0.1329 0.407 0.314 -1.401 0.425
N 0.8323 0.5596 -1.0012 -1.564 0.557 3.221 0.010
C 1.8967 1.1280 -0.0947 1.641 -0.580 -2.375 -0.494
N 3.1054 0.2930 -0.0738 0.131 0.452 -0.168 -0.590
H 0.8414 -2.2097 -1.4719 -1.979 0.142 -1.134 0.283
H -0.6429 -3.0504 -1.9249 -0.396 -0.494 -0.444 0.334
H -0.0232 -1.6633 -2.9532 -0.455 -0.457 0.221 0.330
H -1.5742 -0.5067 -1.8119 0.631 0.987 0.605 0.078
H -1.8332 -2.8094 -0.1231 -0.047 -0.717 0.208 0.305
H -3.1228 -1.8736 -0.9002 1.036 -0.038 -0.168 0.398
H -2.5848 -1.4199 0.6770 1.338 -0.019 -1.417 0.183
H -0.5728 0.3809 0.5769 -0.374 -0.171 0.007 0.225
H 0.4978 -1.0331 0.4267 -0.192 0.588 0.052 -0.930
H 1.1695 -0.1190 -1.6422 1.195 -0.190 -0.708 0.331
H 1.5487 1.3223 0.9230 -0.176 -0.338 -0.334 0.383
H 2.1932 2.1116 -0.5487 -0.128 -0.660 0.498 0.285
H 3.0544 -0.5318 0.5108 -0.056 0.104 -0.157 0.211
H 3.5281 0.0557 -0.9945 -0.746 0.305 1.124 0.289
O 1.5652 -2.1653 2.5831 -0.587 0.858 1.753 -0.649
H 1.5291 -1.4881 3.3038 0.654 0.019 -1.030 0.292
H 0.7137 -2.5358 2.8467 -0.225 -0.603 -0.523 0.306
O 3.9185 -2.5445 -0.8094 -0.651 1.947 -0.019 -0.665
H 3.0105 -2.6825 -0.5078 -0.021 -0.148 -0.020 0.430
H 4.2485 -3.4088 -0.8449 0.936 -1.902 -0.121 0.276
O -0.0850 2.8058 -2.4325 -0.207 0.612 -0.805 -0.837
H -0.1716 2.0885 -3.0880 0.429 0.161 0.743 0.349
H 0.2904 2.4002 -1.6373 0.191 -0.955 -0.394 0.267
O -2.7564 2.8704 -2.4940 2.034 0.257 0.452 -0.718
H -1.7363 2.9861 -2.5239 -1.777 -0.204 0.412 0.452
H -2.9680 2.9208 -3.4149 -0.641 0.098 -0.774 0.280
O -2.8036 1.0182 1.9576 0.061 -0.282 0.836 -0.534
H -2.6254 1.9213 1.6923 0.435 0.204 -0.276 0.276
H -3.6567 0.8638 1.5743 -0.723 -0.341 -0.268 0.264
O -0.3702 0.1724 3.3284 2.036 -0.333 -0.354 -0.537
H -1.2174 0.2203 3.7358 -0.968 0.632 0.093 0.221
H -0.0306 1.0492 3.0406 -0.932 -0.597 0.255 0.320
O -1.9154 2.8234 0.2395 0.604 0.653 -0.242 -0.533
H -2.4892 3.1542 -0.4542 -0.788 0.160 -0.246 0.313
H -1.1193 2.7177 -0.2910 0.173 -0.434 0.145 0.207
O 1.4334 -3.2930 0.1491 0.169 1.648 0.988 -0.734
H 1.2926 -2.5014 0.7747 0.329 -2.034 -0.818 0.099
H 0.8786 -4.0067 0.4456 -0.263 -0.290 0.298 0.286
O 0.3150 2.7193 2.2861 -0.233 0.726 -0.664 -0.650
H -0.0549 3.3161 2.9325 0.018 0.134 0.934 0.315
H -0.0464 3.1659 1.4990 0.185 -0.628 -0.049 0.225
```
Positions in Å, forces in eV/Å.

---

(2)
ORCA calculation (ωB97M-V/def2-TZVPD) on a cluster of 11 separate species, C5H32O10S2 in total.

Properties
Net charge = 0
HOMO-LUMO gap = 8.692 eV
Highest occupied orbital energy = -0.3191 hartree
Electronic energy = -1758.43803 hartree
Max |F| = 3.3 eV/A
SMILES = CCCSSCC.O.O.O.O.O.O.O.O.O.O

The geometry in XYZ format:
```
49
Properties=species:S:1:pos:R:3:forces:R:3:mulliken_charge:R:1
C -0.2650 -0.8478 -3.3722 0.186 -0.777 0.098 -0.954
C -1.5485 -1.0503 -2.5741 -0.264 -0.298 0.568 -0.479
C -1.1002 -1.3031 -1.1196 -0.696 0.031 -0.350 0.097
S -2.5546 -1.6198 -0.0052 0.580 0.766 -0.152 -0.123
S -1.8123 -1.6845 1.9026 0.173 0.234 0.202 -0.128
C -1.6180 0.0879 2.4797 -0.661 -1.050 -1.697 0.374
C -1.2366 0.1550 3.8958 1.611 0.595 2.781 -1.271
H 0.4260 -1.6920 -3.1545 -0.224 0.555 -0.090 0.204
H -0.4451 -0.8907 -4.4389 -0.035 0.285 -0.266 0.383
H 0.2391 0.0825 -3.0961 -0.017 -0.113 -0.131 0.161
H -2.2027 -0.1668 -2.5944 0.222 -0.307 -0.052 0.282
H -2.1251 -1.9150 -2.9456 0.219 0.289 0.035 0.403
H -0.4586 -0.4484 -0.8872 -0.294 -0.113 0.759 0.157
H -0.5108 -2.2069 -1.0948 0.362 -0.160 0.078 -0.141
H -2.5744 0.5761 2.3720 -0.263 0.102 -0.356 0.380
H -0.9092 0.5157 1.7615 -0.062 0.188 0.437 -0.261
H -1.6849 -0.4957 4.6511 -0.880 -0.245 -0.687 0.392
H -0.1871 -0.0462 4.1785 0.025 0.152 -0.697 0.249
H -1.3940 1.1651 4.3148 -0.073 -0.214 -0.402 0.306
O 1.5337 -0.7102 2.1853 0.579 0.546 -0.105 -0.607
H 1.5034 -1.4921 1.6056 -0.493 0.256 0.545 0.296
H 1.0467 -0.7252 3.0131 -0.109 -0.917 -0.343 0.278
O -2.9180 1.8929 -1.7671 0.611 0.193 -0.946 -0.641
H -1.9743 2.1772 -1.7358 -0.450 0.126 0.432 0.387
H -3.0590 2.0270 -2.7234 -0.381 -0.094 0.579 0.310
O 0.9367 -4.6651 0.0085 0.009 -0.261 0.428 -0.713
H 0.1179 -4.6832 0.5234 0.131 0.046 -0.180 0.345
H 0.8228 -3.9737 -0.6454 -0.252 0.153 -0.215 0.301
O 2.5800 1.0208 -1.6543 0.077 0.165 0.425 -0.588
H 3.4919 1.1872 -1.3895 0.165 -0.115 -0.341 0.295
H 2.1033 1.5102 -0.9724 -0.295 -0.066 0.023 0.286
O -0.4766 3.2187 -1.9591 0.024 -0.029 -0.602 -0.763
H -0.2158 3.6014 -1.0971 0.115 -0.695 -0.275 0.349
H 0.2043 2.6081 -2.2847 -0.059 0.511 0.446 0.318
O 2.0846 1.7821 1.5963 0.128 0.901 -0.173 -0.743
H 2.6931 1.0954 1.3190 0.027 -0.249 0.145 0.280
H 1.3304 1.2844 1.9246 0.163 -0.510 0.029 0.455
O -3.4913 3.0917 1.8051 0.425 -0.332 0.835 -0.596
H -3.1490 3.8594 1.3414 -0.568 -0.124 -0.427 0.303
H -4.2922 2.7371 1.4073 0.249 0.446 -0.450 0.309
O 2.1140 -2.2303 -0.0062 -0.500 0.145 0.086 -0.515
H 2.1812 -3.0933 0.4450 0.611 0.189 -0.520 0.441
H 2.9305 -1.8618 -0.3736 -0.856 -0.241 0.385 0.083
O 0.0356 3.2474 0.6400 0.151 0.172 0.353 -0.610
H -0.5995 3.0755 1.3441 0.025 0.003 -0.090 0.246
H 0.9066 2.9277 0.9498 -0.267 0.120 -0.046 0.424
O 4.8951 -2.1662 -1.3325 -1.507 -0.633 0.285 -0.598
H 4.3525 -2.7823 -1.8572 0.784 0.151 -0.629 0.350
H 4.2730 -2.1759 -0.5833 1.554 0.227 0.271 0.289
```
Positions in Å, forces in eV/Å.

---

(3)
ORCA calculation (ωB97M-V/def2-TZVPD) on a cluster of 11 separate species, C5H32O12 in total.

Properties
Net charge = 0
HOMO-LUMO gap = 10.173 eV
Highest occupied orbital energy = -0.3724 hartree
Electronic energy = -1112.52080 hartree
Max |F| = 3.1 eV/A
SMILES = OCCCCCO.O.O.O.O.O.O.O.O.O.O
Energy relative to the best compared isomer or geometry (same formula, charge and spin) = 12.9 kcal per mole

The geometry in XYZ format:
```
49
Properties=species:S:1:pos:R:3:forces:R:3:mulliken_charge:R:1
O -0.4547 1.5782 -2.2343 -1.278 0.550 -0.872 -0.547
C -1.8948 1.3838 -2.0144 1.513 0.367 1.413 -0.754
C -2.0954 1.5242 -0.5135 -0.423 -2.915 0.188 -0.146
C -1.8237 0.0918 0.1796 -2.626 1.632 0.561 -0.346
C -2.2100 0.2691 1.6692 2.578 0.204 0.252 -1.097
C -0.9836 0.8093 2.5504 -0.807 -0.830 -2.185 -0.348
O -0.1128 1.6383 1.7674 0.376 0.359 -0.029 -0.503
H -0.0752 0.7783 -1.9079 0.878 -0.765 0.241 0.274
H -2.3997 2.2337 -2.4377 -0.228 -0.399 -0.955 0.427
H -2.1225 0.3541 -2.3122 -0.546 0.519 -0.488 0.375
H -3.1704 1.6853 -0.3117 0.558 0.606 0.056 0.461
H -1.3817 2.2419 -0.0886 -0.789 0.034 -0.054 0.059
H -0.7882 -0.1504 0.0292 0.413 -0.891 -0.234 0.187
H -2.6372 -0.6580 -0.1304 1.770 0.816 -0.462 0.267
H -3.0564 0.9474 1.5971 -0.281 -0.281 0.922 0.507
H -2.3526 -0.7197 2.1044 -1.101 0.275 0.049 0.549
H -0.3720 -0.0871 2.7218 -0.440 0.310 1.001 0.164
H -1.3973 1.3046 3.4409 0.781 -0.016 -0.243 0.351
H 0.4734 1.0393 1.2472 -0.559 0.488 0.859 0.356
O 2.2526 -2.4393 0.2194 0.984 1.000 1.114 -0.686
H 1.3402 -2.5503 0.4499 -0.968 -0.448 -0.124 0.269
H 2.4901 -1.7049 0.8485 0.135 -0.686 -0.808 0.422
O -2.1686 4.3186 -2.2042 -0.117 0.595 1.267 -0.639
H -1.4426 4.1780 -2.8009 0.581 -0.003 -0.448 0.322
H -1.7447 4.5937 -1.3613 -0.353 -0.218 -0.819 0.328
O 0.9634 3.4670 -0.7905 0.847 0.857 0.428 -0.701
H 0.3153 3.0684 -1.3673 -0.305 -0.783 -0.293 0.357
H 0.8672 3.0574 0.0721 -0.360 -0.061 0.112 0.354
O -1.3884 -5.1564 0.4638 -0.512 -1.444 -0.450 -0.611
H -1.2035 -5.1958 1.3999 0.369 0.364 0.133 0.302
H -0.9951 -4.3795 0.0927 0.287 0.721 0.255 0.303
O -0.2379 -2.4546 2.3909 0.234 0.178 -0.397 -0.663
H -0.7551 -1.8157 1.8716 0.054 -0.508 0.161 0.199
H 0.6804 -2.2046 2.2381 0.029 0.089 0.366 0.178
O 3.3303 -0.0058 -2.2106 -0.830 -1.201 -0.096 -0.566
H 2.8147 -0.8612 -2.1844 0.724 1.272 0.063 0.344
H 2.9843 0.3609 -3.0285 0.129 0.306 -0.153 0.319
O -2.6159 -2.8780 1.3718 -1.653 -0.030 -0.760 -0.476
H -2.6956 -3.5057 2.0914 0.293 -0.110 0.309 0.267
H -3.4142 -3.1074 0.8386 0.958 0.373 0.382 0.244
O 3.7957 1.5849 0.1756 -0.299 0.822 0.274 -0.701
H 3.3601 2.4447 0.0450 0.086 -0.258 0.175 0.324
H 4.0246 1.3480 -0.7289 -0.114 -0.666 -0.232 0.293
O 1.7884 -2.4009 -2.4156 -0.096 0.026 -0.652 -0.704
H 2.3145 -2.5268 -1.6165 -0.221 -0.356 0.484 0.385
H 1.0426 -3.0063 -2.3458 0.168 0.091 0.000 0.268
O 2.1717 -0.1199 1.8071 1.026 1.937 0.438 -0.633
H 2.2231 0.3770 2.6562 -0.452 -0.960 -0.308 0.328
H 2.7676 0.5180 1.3055 -0.414 -0.963 -0.440 0.339
```
Positions in Å, forces in eV/Å.

---

(4)
ORCA calculation (ωB97M-V/def2-TZVPD) on a cluster of 10 separate species, C5H33N2O9 in total.

Properties
Net charge = +1
HOMO-LUMO gap = 10.343 eV
Highest occupied orbital energy = -0.4614 hartree
Electronic energy = -996.79092 hartree
Max |F| = 2.0 eV/A
Energy relative to the best compared isomer or geometry (same formula, charge and spin) = 19.6 kcal per mole

The geometry in XYZ format:
```
49
Properties=species:S:1:pos:R:3:forces:R:3:mulliken_charge:R:1
C 1.1847 0.4841 2.0236 -0.203 -0.634 -0.266 -1.340
N 2.2602 1.2243 1.3506 0.368 0.070 0.131 -0.284
C 3.2175 0.3285 0.6992 0.904 -0.379 0.142 -1.058
C -0.1882 0.8032 1.4008 -0.701 1.166 -0.432 0.148
N -0.7330 -0.3670 0.6380 1.699 0.372 0.951 0.269
C -0.7232 2.4533 3.3039 -0.699 0.456 -1.664 -1.224
C -1.2719 1.3712 2.3119 0.162 0.091 1.506 -0.552
H 1.4403 -0.5760 1.9148 -0.420 -0.111 -0.066 0.482
H 1.1235 0.6214 3.1015 0.268 0.384 -0.004 0.514
H 2.8011 1.7738 2.0076 -0.277 0.058 0.162 0.249
H 3.5882 -0.4679 1.3602 -0.370 -0.100 0.030 0.461
H 4.1398 0.8567 0.4502 -0.267 0.325 -0.260 0.381
H 2.8262 -0.1313 -0.2086 -0.183 0.113 0.029 0.275
H -0.0017 1.6066 0.6842 0.124 -0.260 -0.252 0.227
H -0.8134 -1.1129 1.3208 -0.536 -0.422 -0.130 0.359
H 0.0019 -0.6454 -0.0431 -0.742 -0.160 -0.326 0.112
H -1.6218 -0.2147 0.1598 0.006 0.162 -0.190 0.344
H -1.1225 3.4328 3.0227 -0.392 -0.141 0.258 0.356
H 0.3333 2.6478 3.1380 0.262 -0.487 0.706 0.390
H -1.0605 2.2036 4.3010 0.602 0.216 0.292 0.278
H -1.7289 0.6058 2.9510 0.193 -0.280 -0.297 0.300
H -2.1074 1.7971 1.7569 0.162 -0.107 -0.369 0.471
H 2.6535 1.1793 -3.0518 -0.054 0.008 0.013 0.294
H 1.6501 2.0221 -2.2719 0.277 -0.036 0.074 0.312
O 1.7479 1.1662 -2.7221 -0.178 0.056 -0.249 -0.662
H 0.6963 -0.3752 -2.3725 0.043 0.431 0.476 0.382
H 0.3926 -1.8415 -2.1069 -0.129 0.318 0.784 0.380
O 0.1622 -0.9319 -1.7730 0.591 -0.564 -1.267 -0.880
H -2.9308 -2.7116 2.2250 0.285 -0.070 0.179 0.256
H -3.0029 -2.4151 0.7196 0.574 0.223 0.397 0.403
O -2.3661 -2.4057 1.5061 -0.804 -0.332 -0.332 -0.704
H 0.9560 -3.6511 -3.2778 0.072 -0.026 -0.006 0.286
H 1.3985 -4.0076 -1.8569 -0.101 0.191 0.147 0.283
O 1.1764 -3.2602 -2.4245 0.070 -0.451 -0.420 -0.584
H -3.3435 -1.6834 -1.2483 -0.426 0.917 -0.144 0.334
H -4.5816 -1.3999 -0.2480 0.174 0.389 -0.563 0.334
O -3.9264 -2.0285 -0.5598 -0.033 -1.200 0.500 -0.694
H -1.5648 0.9316 -4.7636 -0.303 0.034 0.068 0.313
H -0.4508 1.6659 -4.0972 -0.004 0.118 0.369 0.296
O -1.3720 1.4112 -3.9481 0.378 -0.110 -0.552 -0.630
H 0.5709 -3.9489 1.2152 0.090 0.031 0.024 0.298
H -0.6981 -3.1377 0.9672 0.052 -0.118 0.043 0.370
O 0.2598 -3.1465 0.7847 -0.143 -0.019 0.022 -0.607
H -1.4560 -0.3890 -2.1286 -0.343 -0.205 0.515 0.467
H -2.4791 0.6213 -2.4643 -0.345 0.070 0.136 0.316
O -2.3647 -0.1177 -1.8487 0.494 0.049 -0.316 -0.740
H 2.4141 2.5477 -0.2854 0.087 -0.008 0.138 0.390
H 2.2709 4.0161 -0.6365 0.113 0.122 -0.134 0.341
O 2.6431 3.1952 -0.9768 -0.395 -0.150 0.145 -0.714
```
Positions in Å, forces in eV/Å.

---

(5)
ORCA calculation (ωB97M-V/def2-TZVPD) on a cluster of 10 separate species, C5H33N2O9S in total.

Properties
Net charge = +1
HOMO-LUMO gap = 8.966 eV
Highest occupied orbital energy = -0.4194 hartree
Electronic energy = -1394.80457 hartree
Max |F| = 7.6 eV/A
Energy relative to the best compared isomer or geometry (same formula, charge and spin) = 117.9 kcal per mole

The geometry in XYZ format:
```
50
Properties=species:S:1:pos:R:3:forces:R:3:mulliken_charge:R:1
C -1.8256 1.8765 -0.1688 -0.139 1.482 -1.636 -0.658
N -1.0730 1.5885 1.0090 2.824 2.303 -3.558 0.004
C -0.5705 2.7090 1.7418 -0.316 2.986 -0.745 0.170
C 0.6338 2.3143 2.7250 -2.812 -0.941 -2.582 -0.585
S 1.8548 3.5877 2.7802 2.042 -0.212 -0.074 -0.201
C -1.8314 3.4553 2.4686 1.489 -0.446 -3.205 -1.340
C -0.7845 2.1132 -1.2966 2.338 0.066 3.614 -0.244
N 0.1450 0.7819 -1.4216 -1.459 0.144 0.605 -0.205
H -2.5372 1.0827 -0.5499 0.751 0.623 1.121 0.410
H -2.4070 2.9124 -0.1737 0.821 -2.040 0.259 0.187
H -1.4931 1.0640 1.6033 -3.777 -4.705 4.453 0.140
H -0.1686 3.3814 0.9125 -0.283 -0.375 1.507 0.075
H 0.0408 2.0496 3.5861 0.818 0.194 1.206 0.313
H 0.9402 1.3695 2.2591 0.601 0.298 0.360 0.207
H 3.0095 2.9182 2.2547 -1.804 0.657 0.734 0.154
H -1.5386 4.4014 2.8285 0.379 1.043 0.805 0.430
H -2.1806 2.8152 3.2126 -0.671 -0.914 1.492 0.427
H -2.6608 3.6581 1.7360 0.854 -0.384 0.617 0.324
H -0.0484 2.9896 -0.9208 -1.966 -2.223 -1.879 0.076
H -1.4550 2.2124 -2.0966 0.364 0.444 -2.134 0.452
H 1.1961 0.9570 -1.5696 -2.291 -0.295 -0.191 0.341
H -0.3561 0.2379 -2.1905 1.807 0.200 0.830 0.279
H 0.0327 0.1826 -0.5103 0.127 1.647 -1.776 0.260
H 1.1256 -1.5886 -3.9031 -0.347 1.254 -0.077 0.383
H 0.2934 -0.6979 -4.8490 0.225 0.183 0.971 0.294
O 0.6167 -0.7272 -3.9204 0.030 -0.807 -1.335 -0.635
H 1.9921 -3.6731 -2.9251 0.038 -0.092 -0.065 0.313
H 1.1096 -2.5104 -2.4914 -0.342 -0.140 0.483 0.305
O 1.9554 -2.7127 -2.8950 0.226 -0.252 -0.035 -0.658
H -3.2341 -3.3747 2.7245 -3.882 3.653 5.353 0.256
H -1.8980 -3.7253 2.3639 -0.876 -0.237 -0.692 0.306
O -2.8434 -3.8071 2.0897 4.778 -3.391 -4.750 -0.543
H 3.9653 -2.3213 -1.0123 0.538 -2.394 -0.070 0.314
H 4.9894 -1.0137 -0.7537 -3.063 -2.140 -0.868 0.311
O 4.0462 -1.4032 -1.0075 2.459 4.603 0.943 -0.613
H -1.9120 -2.3527 -1.4847 -1.536 -1.122 0.187 0.319
H -0.5442 -2.3176 -0.8464 0.355 -0.598 0.911 0.231
O -1.1042 -1.8770 -1.4638 1.259 1.644 -0.789 -0.507
H -3.6458 -4.0908 -0.3885 0.146 -0.324 0.617 0.281
H -4.2487 -3.0680 -1.2616 -3.345 1.721 -0.829 0.263
O -3.4616 -3.4738 -1.0898 3.248 -1.278 0.183 -0.593
H 1.0832 -2.6829 1.5508 0.519 -0.170 -0.104 0.339
H 0.7827 -1.7855 2.8121 -0.136 -0.509 -0.829 0.287
O 0.4086 -2.1698 1.9923 -0.490 0.685 0.826 -0.580
H 2.1711 -4.4623 0.5754 -0.036 -1.883 1.590 0.280
H 3.0217 -3.0880 0.8188 1.497 0.618 2.083 0.314
O 2.4991 -3.6446 0.3098 -1.412 1.246 -3.570 -0.635
H 2.4980 3.5684 -1.4570 5.343 -0.415 -2.574 0.231
H 1.6797 4.6260 -0.6494 0.600 -1.594 -0.827 0.288
O 1.7320 3.7159 -1.0576 -5.495 2.187 3.441 -0.571
```
Positions in Å, forces in eV/Å.